The following is a DFT calculation (ωB97M-V/def2-TZVPD) of 2 unconnected molecules or ions with the total composition C4H14N3O at a distorted geometry.

The geometry in XYZ format:
```
22
Properties=species:S:1:pos:R:3:forces:R:3:nbo_charge:R:1
C -0.9911 0.2301 -1.6883 -0.98 -3.69 2.21 -0.2153
C 0.3139 0.1332 -0.9641 3.24 0.91 -2.74 -0.4610
C 0.3621 0.1041 0.5092 -0.19 -2.93 -0.32 0.2357
C 0.7160 1.1940 1.1005 1.51 4.42 -0.50 -0.1852
N 0.8293 1.4900 2.5378 -1.06 1.57 1.95 -0.7110
N 0.2140 -1.1590 1.1279 1.55 2.79 2.44 -0.8412
N -1.8041 1.2731 -1.1372 -1.56 -1.98 2.82 -0.8971
H -1.3120 -0.8725 -1.4180 -1.04 2.07 -0.69 0.1750
H -0.7910 0.1101 -2.7374 -0.33 0.88 -0.60 0.2238
H 0.9223 0.9440 -1.5302 -0.33 -0.82 1.93 0.2209
H 0.8303 -0.8152 -1.2187 -0.44 0.75 -0.36 0.2388
H 0.9570 2.0410 0.4116 -0.33 -0.59 1.29 0.2412
H 1.4921 0.9048 3.0361 -0.24 -0.86 0.12 0.4374
H 1.2530 2.4694 2.8574 -1.65 -2.08 -1.57 0.4699
H -0.1803 1.3687 2.9442 2.41 0.32 -0.32 0.4675
H -0.1641 -1.8490 0.5778 -0.80 -1.83 -1.71 0.4135
H 1.0926 -1.4711 1.5723 -0.97 0.17 -0.27 0.3851
H -2.0316 2.1274 -1.5681 -0.28 0.53 -0.72 0.3985
H -2.4255 0.9700 -0.2887 1.60 1.08 -2.74 0.3874
H -0.5192 -3.3877 -1.5670 1.14 -0.02 -0.04 0.5089
H 1.0855 -3.0165 -1.3690 -1.20 -0.52 -0.26 0.5019
O 0.1507 -2.7890 -1.1883 -0.06 -0.18 0.09 -0.9948
```
Positions in Å, forces in eV/Å.

The calculation puts the strongest force on any atom at 0.0913 Eh/bohr. The energy above the lowest of the compared OMol25 structures with the same formula, charge and spin is 401.6 kJ/mol. Its net charge is +1. The HOMO energy is -11.74 eV. The value obtained for the total energy is -399.97957 Ha. The value obtained for the orbital gap is 8.1 eV.